No. 1
The following is a quantum chemistry calculation of one molecule with the formula C5H8N2 in a non-equilibrium geometry, from the Open Molecules 2025 dataset.

The calculation puts the gap between HOMO and LUMO (alpha / beta) at 7.98 / 7.98 eV. Its total charge is 0. The SMILES is Cc1cc(N)c[nH]1. For the HOMO energy (alpha / beta), the calculation gives -7.444 / -7.442 eV. For the lowest unoccupied orbital energy (alpha / beta), the calculation gives 0.54 / 0.54 eV.

```
15
Properties=species:S:1:pos:R:3:forces:R:3
C 2.155256 -0.260783 -0.320936 0.245 -0.045 0.099
C 0.761374 -0.186766 0.182523 0.317 -0.339 0.367
C -0.204411 -1.135299 0.150370 0.458 -0.107 -0.231
C -1.487320 -0.509161 0.391785 1.323 2.105 1.495
N -2.134971 -0.296163 -0.906236 -0.508 -0.409 -0.018
C -1.067340 0.658967 1.137756 -1.273 0.033 -2.059
N 0.246440 0.924751 0.846609 0.167 -0.273 0.387
H 2.856943 -0.486777 0.484031 0.187 0.049 -0.104
H 2.210517 -1.041618 -1.086125 0.096 0.120 0.220
H 2.457110 0.680731 -0.798510 -0.043 -0.137 0.151
H 0.000499 -2.191819 0.090106 -0.209 -0.077 -1.088
H -1.515095 0.372402 -1.383927 -0.521 -0.376 0.130
H -3.085896 0.021271 -1.013606 -0.193 -0.065 0.611
H -1.608277 1.478235 1.604811 -0.357 -0.158 -0.535
H 0.458897 1.887605 0.596586 0.312 -0.321 0.574
```
Positions in Å, forces in eV/Å.

=====

No. 2
The following is a quantum chemistry calculation of C9H13CaCl3NO4Se2 as an isolated structure in a non-equilibrium geometry, from the Open Molecules 2025 dataset.

The calculation puts the gap between HOMO and LUMO at 5.62 eV. Its total charge is -1. For the HOMO energy, the calculation gives -3.798 eV. For the lowest unoccupied orbital energy, the calculation gives 1.82 eV.

```
33
Properties=species:S:1:pos:R:3:forces:R:3
Ca 0.010737 0.649675 1.342542 0.378 0.027 -1.968
O 0.361820 0.035216 -2.279985 -0.006 -0.013 0.215
C 1.068734 -1.176949 -2.434494 0.036 -0.067 -0.055
C 1.472921 -1.876644 -1.127802 -0.124 0.223 0.164
C 2.197090 -3.126369 -1.662281 0.069 -0.129 0.092
O 2.659595 -3.933179 -0.580223 -0.024 0.049 -0.025
C 0.291341 -2.412434 -0.279645 -0.060 0.099 -0.182
Se -1.346372 -1.357805 0.119653 -0.317 -0.465 -0.208
C 2.522131 -1.115948 -0.275898 -0.059 0.113 -0.183
Se 2.439769 0.836866 0.102871 0.471 -0.008 -0.196
H 0.166997 0.381796 -3.153262 0.017 -0.019 -0.066
H 1.995206 -1.000543 -3.001681 -0.012 0.032 -0.006
H 0.459984 -1.893900 -3.006347 -0.016 0.025 -0.006
H 3.041492 -2.811129 -2.287106 0.052 0.002 0.022
H 1.505066 -3.699339 -2.291467 -0.025 -0.043 0.020
H 3.103878 -4.702348 -0.943876 -0.002 0.006 -0.028
H 0.694094 -2.738074 0.674010 0.063 -0.091 0.036
H -0.091905 -3.307102 -0.770112 -0.035 -0.030 -0.030
H 3.492149 -1.240412 -0.756653 0.048 0.007 -0.026
H 2.592029 -1.620054 0.682942 0.048 -0.096 0.036
Cl -3.692476 4.464474 -1.884812 -0.027 -0.018 -0.019
C -2.495503 5.005843 -0.698920 -0.043 -0.065 -0.091
Cl -3.295290 5.869426 0.616800 -0.005 0.028 0.071
Cl -1.299178 6.043584 -1.480346 0.057 0.029 0.006
C -1.820665 3.827828 -0.154216 -0.025 0.092 -0.034
N -1.296044 2.905629 0.268965 0.168 -0.288 0.191
C -2.694044 1.125690 3.312000 0.068 -0.024 -0.002
C -1.352707 1.164928 4.046437 0.094 0.016 0.090
O -1.337431 1.235575 5.265815 0.118 0.023 -0.039
O -0.315256 1.115957 3.266261 -0.833 0.568 2.253
H -3.516087 1.145287 4.022127 -0.034 0.004 0.004
H -2.753729 0.217320 2.705312 -0.019 0.029 -0.017
H -2.768360 1.987135 2.643385 -0.023 -0.015 -0.018
```
Positions in Å, forces in eV/Å.

=====

no.,DFT total energy (Eh)
1,-304.702130
2,-7567.623849